ORCA calculation (the ωB97M-V functional and the def2-TZVPD basis) on a cluster of 6 separate species, C17H25Br3NO11 in total.

The geometry in XYZ format:
```
57
Properties=species:S:1:pos:R:3:forces:R:3:nbo_charge:R:1
N -1.2823 -0.4127 -0.4502 -0.2 -0.3 1.7 0.726
O -1.1698 0.4096 -1.3330 -0.1 2.6 -2.0 -0.589
O -0.8324 -1.5099 -0.5767 2.2 -4.5 -1.9 -0.563
O -1.8031 -0.2035 0.6315 -1.8 2.3 2.0 -0.570
O -0.9593 4.8804 2.2431 3.0 -2.0 -0.6 -0.590
C 0.0670 4.2224 1.9797 -3.5 1.2 2.4 0.793
O 0.5874 3.3035 2.8825 -0.5 1.3 -1.1 -0.482
C 1.7771 2.7156 2.3322 -0.4 -0.7 0.3 -0.074
C 2.1043 3.5075 1.1017 1.1 0.7 -1.1 -0.435
C 0.8902 4.3437 0.7591 0.2 -0.3 0.0 -0.530
H 1.5670 1.6728 2.0947 -0.1 0.0 0.1 0.211
H 2.5619 2.7564 3.0876 -0.1 0.0 0.0 0.180
H 2.3867 2.8810 0.2556 0.2 0.0 0.2 0.229
H 2.9096 4.2123 1.3090 0.3 -0.2 0.0 0.198
H 0.3501 3.9682 -0.1100 -0.2 0.1 0.1 0.262
H 1.1195 5.4022 0.6360 -0.1 -0.1 -0.2 0.235
O -2.4933 -0.8567 5.6725 -2.2 3.7 1.2 -0.544
C -3.1390 0.1614 5.9977 2.3 -4.1 -0.6 0.775
O -3.7370 0.2401 7.2445 2.3 -1.8 -0.6 -0.496
C -4.2324 1.4983 7.4054 -2.7 1.6 0.5 -0.076
C -4.6922 1.8480 6.0171 0.0 1.5 -0.4 -0.421
C -3.5414 1.3711 5.1837 -0.6 -1.8 0.2 -0.534
H -3.5721 2.2524 7.8338 0.4 -0.3 0.2 0.170
H -5.1257 1.3531 8.0128 0.2 0.5 0.6 0.183
H -4.8159 2.9002 5.7609 -0.6 0.1 0.6 0.219
H -5.5859 1.2594 5.8100 -0.1 0.2 -0.2 0.204
H -2.7312 2.0939 5.0881 -0.1 -0.2 -0.6 0.255
H -4.0198 0.9044 4.3226 1.1 0.6 -0.9 0.265
O 2.3690 -2.4618 2.0588 3.5 -1.8 -1.9 -0.573
C 3.4341 -2.8842 1.5035 -8.8 1.8 1.5 0.753
O 4.5442 -2.5814 1.9979 4.9 1.0 2.4 -0.454
C 5.6775 -3.1568 1.3002 -1.3 -0.9 0.8 -0.064
C 4.9872 -3.5477 0.0032 2.8 0.3 -1.5 -0.434
C 3.4750 -3.5824 0.2025 2.3 -0.4 -0.4 -0.520
H 6.0255 -4.0454 1.8270 -0.3 -0.1 0.4 0.167
H 6.5515 -2.5061 1.3286 -0.5 0.5 -0.5 0.196
H 5.4893 -4.4623 -0.3124 -0.5 -0.2 -0.4 0.206
H 5.3453 -2.7769 -0.6792 -0.6 0.0 -0.6 0.209
H 3.2365 -4.6450 0.2473 -0.9 0.4 0.0 0.242
H 3.0103 -2.9709 -0.5709 -0.6 -0.6 0.2 0.270
O -1.2042 -1.9012 -8.6104 0.7 -0.7 1.3 -0.590
C -1.0286 -2.4891 -7.5572 0.0 -0.5 -2.4 0.787
O -1.8516 -2.3216 -6.5353 0.1 -0.2 0.1 -0.465
C -1.3760 -3.0502 -5.4019 -1.3 0.6 1.4 -0.082
C -0.3803 -4.0778 -5.8227 0.6 0.1 -1.1 -0.443
C 0.0048 -3.6292 -7.2447 -0.2 0.9 0.3 -0.519
H -2.2374 -3.5294 -4.9368 -0.1 0.3 0.1 0.196
H -0.9984 -2.2911 -4.7168 0.2 -0.2 0.2 0.210
H -0.8526 -5.0545 -5.9277 0.3 -0.1 0.6 0.210
H 0.4651 -4.0230 -5.1369 -0.1 -0.6 -0.1 0.231
H -0.0458 -4.4479 -7.9626 -0.2 0.3 -0.2 0.233
H 1.0181 -3.2307 -7.2955 -0.1 0.2 -0.1 0.231
C -1.6241 4.3827 -4.4953 0.1 0.7 -0.3 -0.442
Br -0.1964 4.9292 -5.7514 -0.6 -0.1 0.4 0.044
Br -3.1536 3.6348 -5.4737 0.8 0.4 0.7 0.097
Br -2.1352 5.9341 -3.3301 0.3 -1.2 -0.8 0.062
H -1.1374 3.6107 -3.8993 -0.5 0.2 0.1 0.238
```
Forces are in eV/Å.

The HOMO energy is -3.9 eV. The calculation puts the molecular weight at 659.10 g/mol. Its total charge is -1. The total energy is -252170.33707 eV. The calculation puts the frontier orbital gap at 5.530 eV.

=====

ORCA calculation (the ωB97M-V functional and the def2-TZVPD basis) on the ion C17H25ClN3O3 with charge +1.

The geometry in XYZ format:
```
49
Properties=species:S:1:pos:R:3:forces:R:3:nbo_charge:R:1
C -1.8429 -4.4903 -0.3798 0.0 0.4 -0.1 -0.639
C -1.2964 -3.2280 -1.0254 0.4 -0.5 0.0 -0.067
O -2.1722 -2.1081 -0.8263 -0.3 0.2 0.0 -0.522
C -2.1059 -1.5161 0.3660 -0.2 0.1 0.0 0.903
O -1.3324 -1.7794 1.2500 0.3 -0.3 0.2 -0.641
N -3.0591 -0.5262 0.4909 -0.1 -0.1 0.0 -0.461
C -3.7984 0.0131 -0.6200 -0.1 -0.1 -0.2 -0.237
C -3.0519 1.2456 -1.1937 -0.5 -0.2 -0.4 -0.231
N -2.0475 1.6790 -0.2049 0.4 -0.4 0.0 -0.426
C -1.2296 2.8383 -0.6167 0.4 0.5 -0.2 -0.206
C 0.1391 2.8118 0.0770 -0.2 -0.2 0.0 -0.519
C 0.8094 1.4388 -0.0230 -0.2 0.5 -0.1 0.697
O 0.1368 0.4318 -0.2715 0.1 -0.2 -0.1 -0.642
N 2.1168 1.4220 0.2066 0.4 0.2 0.1 -0.577
C 2.9618 0.2841 0.2747 0.3 -0.6 0.0 0.195
C 2.4637 -0.9582 0.6438 -0.1 0.1 0.1 -0.236
C 3.3256 -2.0365 0.7281 0.1 0.1 0.0 -0.188
C 4.6704 -1.8765 0.4555 0.1 0.0 0.0 -0.215
C 5.1586 -0.6282 0.0952 -0.3 -0.1 0.1 -0.014
Cl 6.8515 -0.4813 -0.2225 0.1 0.0 0.0 0.030
C 4.3197 0.4799 -0.0082 0.0 0.0 0.0 -0.081
C 4.8350 1.8308 -0.4058 0.0 -0.1 0.0 -0.656
C -2.6698 1.7929 1.1245 -0.2 0.0 0.6 -0.240
C -2.9827 0.3663 1.6234 0.1 -0.2 0.3 -0.239
H -1.1891 -5.3254 -0.6118 0.1 -0.1 0.0 0.228
H -2.8397 -4.7075 -0.7556 -0.1 -0.1 0.0 0.216
H -1.8888 -4.3698 0.6997 0.0 0.0 0.1 0.226
H -0.3132 -2.9788 -0.6150 -0.1 0.0 -0.1 0.199
H -1.2320 -3.3323 -2.1096 0.0 0.1 0.1 0.197
H -4.7904 0.2985 -0.2597 0.0 0.0 -0.1 0.212
H -3.9141 -0.7542 -1.3830 -0.1 0.2 0.0 0.263
H -2.5312 0.9806 -2.1151 0.1 0.1 0.1 0.231
H -3.7462 2.0639 -1.3999 0.1 0.0 0.0 0.221
H -1.2786 0.8949 -0.1787 -0.4 0.5 0.0 0.495
H -1.0805 2.7713 -1.6971 -0.1 0.0 0.1 0.232
H -1.7571 3.7709 -0.3993 0.0 -0.1 -0.1 0.232
H 0.7723 3.5762 -0.3738 0.0 0.0 0.0 0.256
H 0.0424 3.0546 1.1386 0.0 0.0 0.0 0.245
H 2.5984 2.3033 0.3324 -0.3 0.0 0.0 0.418
H 1.4184 -1.0864 0.8711 -0.1 0.0 0.0 0.247
H 2.9450 -3.0030 1.0166 0.0 -0.1 0.0 0.229
H 5.3478 -2.7124 0.5232 0.1 -0.1 0.0 0.238
H 5.8759 1.7567 -0.7033 0.0 0.1 0.0 0.260
H 4.7810 2.5312 0.4294 0.0 0.1 0.0 0.218
H 4.2711 2.2333 -1.2468 0.0 0.1 0.0 0.220
H -1.9921 2.2935 1.8146 0.0 0.0 -0.1 0.229
H -3.5785 2.3941 1.0350 0.1 0.0 -0.1 0.219
H -3.9270 0.3559 2.1749 0.1 0.1 0.0 0.219
H -2.1932 -0.0146 2.2753 -0.1 0.1 -0.1 0.263
```
Forces are in eV/Å.

The HOMO energy is -11.5 eV. The calculation puts the molecular weight at 354.86 g/mol. Its total charge is +1. Its energy above the lowest of the compared OMol25 structures with the same formula, charge and spin is 0.7 kcal/mol. As for the SMILES: CCOC(=O)N1CC[NH+](CCC(=O)Nc2cccc(Cl)c2C)CC1. The total energy is -41165.61818 eV. The calculation puts the frontier orbital gap at 9.068 eV.

=====

ORCA calculation (the ωB97M-V functional and the def2-TZVPD basis) on a structure of composition C17H25F3IrN6O8.

The geometry in XYZ format:
```
60
Properties=species:S:1:pos:R:3:forces:R:3:lowdin_spin:R:1
Ir -1.8730 0.0632 -0.6229 0.0 -0.7 0.9 2.374
N -2.8513 1.8818 0.9604 0.0 0.3 0.3 0.188
C -2.1418 3.0936 0.9589 -0.7 0.0 0.4 0.267
C -1.8351 3.7635 2.2768 0.0 0.1 0.2 0.042
C -1.1708 2.9538 3.4001 0.2 0.2 0.0 0.004
C 0.3692 3.0909 3.4608 -0.5 0.1 0.2 0.001
N 1.0728 1.9419 2.9384 0.4 -0.3 -0.2 0.001
C 1.4882 0.8835 3.6365 0.0 0.3 -0.3 0.000
N 1.1803 0.7397 4.9217 -0.1 0.0 0.2 0.000
N 2.2604 -0.0126 3.0346 0.2 -0.2 0.0 0.000
C -0.5727 2.8038 0.0776 0.1 -0.1 -0.1 0.138
O 0.3061 3.4394 0.5472 0.5 0.6 0.4 0.232
O -0.8064 2.0334 -0.8227 -0.1 -0.4 -1.0 0.193
H -3.7851 1.9331 0.5619 0.1 0.0 0.0 0.016
H -2.8364 1.3985 1.8541 0.0 -0.1 -0.1 0.003
H -2.5360 3.7989 0.2239 0.1 -0.1 -0.1 0.013
H -2.8077 4.1134 2.6503 0.0 0.0 -0.2 0.016
H -1.2403 4.6551 2.0725 -0.1 0.0 0.0 0.000
H -1.4283 1.8952 3.3362 0.0 -0.1 0.1 0.000
H -1.5733 3.3293 4.3408 -0.1 -0.1 0.0 0.000
H 0.6882 3.2673 4.4906 0.0 0.0 -0.1 0.000
H 0.6838 3.9524 2.8721 0.1 -0.1 0.2 0.000
H 1.3370 1.9789 1.9632 0.0 -0.1 0.2 0.001
H 0.6047 1.4005 5.4148 0.1 0.0 -0.1 0.000
H 1.4982 -0.0624 5.4399 0.0 0.0 0.0 0.000
H 2.3554 -0.0231 2.0262 -0.1 0.0 0.1 0.000
H 2.5637 -0.8343 3.5322 -0.1 0.0 -0.1 0.000
C 0.1103 -3.9577 -2.4236 0.2 0.0 0.0 0.002
C 0.1058 -3.1348 -3.7014 -0.1 -0.4 -0.1 0.013
C 0.6839 -1.7155 -3.5407 -1.1 -0.3 -1.4 0.107
C 0.7763 -0.9623 -4.8750 -0.1 0.2 -0.3 0.012
C 1.4962 0.3697 -4.7646 0.2 -0.1 0.0 0.002
C 2.1214 -1.8718 -2.9845 -1.3 1.6 2.8 0.114
O 2.9742 -2.4096 -3.6269 1.0 -0.8 -1.0 0.614
N 2.3387 -1.3764 -1.7331 1.9 -1.1 -1.3 0.053
C 1.4300 -0.7497 -0.8801 -2.0 0.6 0.2 0.011
O 1.7704 -0.3804 0.2201 0.6 -0.2 -0.4 0.023
N 0.1828 -0.5932 -1.3748 0.0 0.3 0.5 0.071
C -0.2176 -0.9607 -2.5862 0.2 0.2 0.3 0.021
O -1.3889 -0.7098 -2.8923 0.6 -0.3 -0.7 0.124
H -0.3957 -4.9034 -2.6009 0.0 0.0 0.1 0.000
H -0.3859 -3.4480 -1.5981 -0.1 0.0 0.1 0.000
H 1.1319 -4.1939 -2.1234 0.1 -0.1 0.1 0.000
H -0.9281 -3.0212 -4.0465 0.2 0.2 -0.1 0.007
H 0.6614 -3.6586 -4.4820 0.0 0.1 0.0 0.001
H -0.2508 -0.7861 -5.2153 0.1 -0.2 0.2 0.006
H 1.2678 -1.5903 -5.6201 0.0 -0.1 0.1 0.002
H 1.1011 0.9769 -3.9519 -0.1 0.1 0.0 0.000
H 1.3982 0.9228 -5.6950 0.0 0.1 0.0 0.000
H 2.5632 0.2124 -4.5997 0.1 0.1 0.0 0.000
H 3.2847 -1.4951 -1.3734 -0.1 0.1 0.1 0.003
O -4.0063 -1.9453 -1.5909 -0.6 0.1 0.0 0.024
C -3.5295 -1.0231 -1.1685 1.0 0.0 0.2 0.082
F 0.1613 -1.8924 3.4867 -0.2 0.0 0.1 0.002
C -0.1784 -2.5380 2.3599 0.0 0.3 0.0 0.005
F -0.8949 -3.5966 2.6858 -0.2 -0.1 0.0 0.001
F 0.9635 -2.9518 1.7948 0.2 -0.1 -0.2 0.000
C -0.9251 -1.5946 1.3750 0.1 -0.5 0.3 0.009
O -1.3860 -2.1192 0.3516 -0.3 -0.2 -0.6 0.120
O -0.9857 -0.3813 1.6294 -0.2 1.0 0.1 0.078
```
Forces are in eV/Å.

The HOMO energy (spin up / spin down) is -14.6 / -15.1 eV. Its spin multiplicity is 6. The calculation puts the molecular weight at 690.63 g/mol. Its expectation value of S² is 8.769. Its total charge is +2. Its energy above the lowest of the compared OMol25 structures with the same formula, charge and spin is 41.6 kcal/mol. The total energy is -54329.66390 eV. The calculation puts the frontier orbital gap (spin up / spin down) at 8.560 / 3.998 eV.